Record 1
71
Properties=species:S:1:pos:R:3:forces:R:3:mulliken_spin:R:1 method="wB97M-V/def2-TZVPD" s_squared=2.10 charge=+4 de_lowest_kcal_mol=5.9 gap_ev="5.92 / 5.43" spin_multiplicity=3
W 0.110644 -0.335607 -0.039207 2.3185 -1.2300 -0.6320 1.29
P -0.698858 1.815733 1.017860 -0.6285 1.7230 1.0079 -0.02
P -2.175996 -0.679617 -0.820024 -2.1628 0.0983 -0.8333 -0.02
P 2.308224 0.946617 -0.299156 1.6364 1.6036 -0.1618 -0.01
H 0.221715 -2.420646 -7.563299 0.8003 -0.1094 -0.0597 0.04
C 1.271682 -2.518992 -7.226177 -1.0224 2.7343 -1.7844 0.36
C 1.667980 -3.673105 -6.679978 0.3652 -3.2709 0.7437 0.36
H 0.897670 -4.413046 -6.377509 0.7472 0.4679 0.0544 0.04
C -1.066228 3.258639 -0.037450 0.0483 -0.1826 -0.0391 0.00
C -2.177411 1.639127 2.104040 -0.0524 -0.1588 -0.2698 0.01
C 0.469098 2.470033 2.291850 0.1648 -0.2006 -0.2046 0.01
C -2.364036 -2.142243 -1.902270 0.2650 -0.1567 -0.0346 0.00
C -3.580659 -0.931863 0.325105 -0.0055 0.0154 0.5310 0.02
C -2.749898 0.676140 -1.910338 0.1349 -0.0265 0.0929 0.00
C 3.525060 0.299871 -1.497171 -0.1208 -0.4939 -0.1238 0.00
C 3.414954 1.105770 1.162976 -0.2621 -0.2401 0.3605 0.01
C 2.223154 2.668442 -0.944844 -0.2983 0.0353 -0.0015 0.01
H 1.967234 -1.709189 -7.513004 -0.4258 -0.3366 0.4094 0.03
H 2.715338 -4.006364 -6.705194 -0.3461 0.2155 0.1752 0.02
H -1.323008 4.090632 0.625318 -0.0176 -0.0454 -0.0959 0.00
H -1.903941 3.048241 -0.707949 0.1848 0.1472 0.1845 0.00
H -0.191964 3.527850 -0.633451 -0.2289 0.0155 0.1079 0.00
H -2.220530 2.544304 2.730376 -0.0709 -0.2695 -0.2787 0.00
H -2.063935 0.765854 2.763945 -0.0933 0.2941 -0.2106 0.00
H -3.102860 1.552561 1.516480 0.3184 0.1335 0.2892 0.00
H -0.109832 3.191117 2.896696 0.3538 -0.2550 -0.2633 0.00
H 1.320591 2.981630 1.815659 -0.3369 -0.1964 0.3682 0.00
H 0.826005 1.649632 2.944016 -0.1670 0.5727 -0.2825 0.00
H -3.419462 -2.228669 -2.204313 0.2758 0.0648 0.2281 0.00
H -2.043347 -3.059541 -1.389896 -0.1774 0.2174 -0.0562 0.00
H -1.752695 -2.028957 -2.802442 -0.2830 0.0868 0.3073 0.00
H -4.508806 -0.608759 -0.166520 0.2358 -0.1478 0.0052 0.00
H -3.496110 -0.381865 1.269231 0.0075 -0.1835 -0.3504 0.00
H -3.670359 -1.995439 0.574386 -0.0185 0.1364 -0.1407 0.00
H -3.612756 0.304200 -2.481343 0.1625 0.1698 0.2015 0.00
H -1.953491 0.962387 -2.608138 -0.1921 -0.0178 0.1402 0.00
H -3.054774 1.547257 -1.316695 -0.0321 -0.2848 -0.2420 0.00
H 4.360708 1.008403 -1.542563 -0.1838 -0.1287 0.0643 0.00
H 3.094612 0.191365 -2.494965 0.0571 0.0838 0.0712 0.00
H 3.906754 -0.673236 -1.179488 -0.0438 0.0432 0.0028 0.00
H 4.183852 1.867493 0.971371 -0.2385 -0.1704 -0.1251 0.00
H 3.917601 0.145325 1.319254 0.0501 0.1299 -0.0429 0.00
H 2.894160 1.361675 2.090617 0.1355 0.0213 -0.2280 0.00
H 3.219390 2.933606 -1.325182 -0.2414 -0.1046 0.1785 0.00
H 1.942436 3.408167 -0.187447 0.0613 -0.2018 -0.1642 0.00
H 1.515496 2.724669 -1.780010 0.1416 0.0461 0.1073 0.00
C 0.701233 -1.340435 -3.402599 -0.5001 -0.1511 0.9757 -0.01
C 0.638504 -0.048048 -3.954545 -0.3339 -0.3064 -0.3235 0.02
C -0.000298 0.108402 -5.221976 0.6726 -0.0034 1.1145 -0.01
C -0.698339 -0.968795 -5.760890 -0.0965 0.5713 -0.7808 0.02
C -0.690410 -2.214479 -5.135652 0.5716 -1.0821 -0.3181 0.07
C 0.119213 -2.445163 -4.031929 0.6593 0.1809 0.6288 0.04
S 1.056578 -1.806402 -1.617623 0.3016 -0.2034 -0.1680 -0.24
H 0.182035 -0.169869 -1.692860 -1.1645 1.4507 -0.0889 -0.06
H 1.058482 0.809170 -3.404354 -0.1731 -0.4031 -0.5325 0.00
H 0.059073 1.066874 -5.743454 -0.1618 -0.3039 0.2194 0.00
H -1.212760 -0.860282 -6.731410 0.0612 0.1117 0.7387 0.00
H -1.240481 -3.068454 -5.525943 -0.0926 0.2787 -0.1620 -0.01
H 0.282403 -3.428412 -3.565964 -0.4781 0.3275 -0.3919 0.00
N 3.172631 0.472540 5.034379 -2.1145 -1.3402 -1.2617 0.01
C 2.293005 -0.129823 4.546246 2.1974 0.8529 1.1345 0.00
C 1.194959 -0.811161 3.908373 0.5444 0.0102 0.5479 0.02
C 0.027719 -1.097804 4.630667 -0.1352 0.6514 0.2704 0.00
C -1.050543 -1.634124 3.931912 -0.9809 -0.6320 0.0433 0.00
C -0.960867 -1.824165 2.557002 -0.2877 0.9610 0.3911 0.01
N 0.100273 -1.279095 1.885789 0.2446 -3.1595 -0.9675 0.02
C 1.265634 -1.076264 2.541495 -0.6842 1.0311 0.7321 0.04
H -0.041741 -0.854623 5.717593 0.1088 -0.3011 -1.0032 0.00
H -2.009508 -1.850440 4.445119 0.8755 -0.2074 -0.2987 0.00
H -1.739995 -2.337484 1.963116 0.4248 0.7378 0.4096 -0.01
H 2.198599 -1.040868 1.982650 -0.2735 0.2843 0.0847 -0.06

---

Record 2
66
Properties=species:S:1:pos:R:3:forces:R:3:mulliken_charge:R:1 method="wB97M-V/def2-TZVPD" charge=+1 de_lowest_kcal_mol=0.0 gap_ev=5.54
C 4.593901 0.150213 4.264918 -0.1026 0.1654 -0.0021 -1.36
C 3.306866 0.522291 3.517768 0.1917 -0.1260 0.2109 -0.23
C 2.964094 -0.541935 2.478967 -0.2349 0.3311 0.6748 -0.98
C 1.892724 -0.115002 1.476701 0.9260 0.1034 -0.8583 -0.09
P 0.180203 0.086671 1.975485 -1.0665 -0.9177 1.9283 0.55
C -1.284349 0.978993 1.360466 0.1886 1.6588 -1.1210 1.19
C -1.635831 2.344815 1.973522 0.1465 -0.1596 0.3382 -1.02
C -2.143374 2.287003 3.412644 0.0023 0.1495 -0.0276 -0.04
C -2.621244 3.665513 3.880200 0.0519 -0.2222 0.1348 -1.46
C -0.411751 -1.583675 2.408266 0.0454 -0.2262 -0.1048 -0.39
C -1.476613 -1.662107 3.519152 -0.0504 -0.1811 0.0044 -0.31
C -2.002923 -3.094738 3.740758 0.0784 0.1518 -0.2283 -0.66
C -2.693501 -3.712840 2.523408 -0.0403 0.0082 -0.0499 -1.07
H 4.877167 0.933728 4.974443 -0.0317 -0.1604 -0.0679 0.38
H 4.471325 -0.787282 4.819469 0.0329 0.1482 -0.0854 0.33
H 5.422959 0.023667 3.558046 -0.1171 0.0001 0.1407 0.34
H 2.479853 0.650453 4.235071 0.1828 -0.0067 -0.2729 0.27
H 3.447927 1.481926 3.002824 -0.0498 -0.0631 0.1170 0.31
H 3.871046 -0.744546 1.892057 -0.2218 -0.0188 -0.0197 0.43
H 2.712108 -1.482277 2.987529 -0.0694 0.1213 -0.1748 0.31
H 2.203168 0.845900 1.042716 0.0924 -0.3446 -0.1696 0.52
H 1.827826 -0.908439 0.728066 0.4607 0.3457 0.0349 -0.38
H -1.047138 1.147590 0.303608 -1.0469 0.1488 0.6556 -1.27
H -2.150749 0.304326 1.436515 0.4780 -0.1089 -0.0567 0.55
H -0.764626 3.018487 1.932287 -0.1671 -0.1571 -0.0732 0.32
H -2.416858 2.794186 1.338019 0.1697 -0.1153 0.1121 0.47
H -2.972683 1.565758 3.473213 0.1754 0.1148 0.0164 0.24
H -1.339264 1.922940 4.073855 -0.2667 0.0314 -0.1819 0.25
H -3.066706 3.598120 4.875274 0.0453 0.0899 -0.0766 0.40
H -1.785952 4.371046 3.930064 -0.1060 -0.0486 -0.0217 0.35
H -3.375502 4.073515 3.199783 0.0764 -0.0463 0.0727 0.34
H -0.795464 -1.946171 1.440512 0.0487 -0.5035 0.4652 0.02
H 0.469204 -2.180027 2.716375 -0.3930 0.1777 -0.3554 0.41
H -1.061062 -1.314184 4.475642 0.0307 0.0981 -0.3119 0.32
H -2.324197 -1.003204 3.286230 0.1204 -0.0715 0.0120 0.10
H -1.164558 -3.733754 4.041450 -0.0787 0.0482 0.0286 0.36
H -2.706218 -3.074172 4.579465 0.1118 -0.0063 -0.0511 0.37
H -3.077008 -4.710145 2.774221 0.0764 0.2295 -0.1240 0.39
H -3.546360 -3.097782 2.196724 0.2166 -0.1492 0.0680 0.27
H -2.003144 -3.821427 1.673702 -0.2092 -0.0043 0.2196 0.24
C -1.311114 4.082295 -2.729440 0.2472 0.5440 0.2568 -0.74
N -1.310860 2.621300 -2.750138 0.1873 -0.2158 0.4552 0.09
C -2.053450 1.959805 -3.813905 -0.0755 -0.3930 -0.2120 -0.90
C -0.662366 1.932384 -1.815041 -0.3109 -0.3570 -0.2165 -0.59
C -0.637759 0.529503 -1.697411 0.0888 0.0363 0.2135 -0.95
C 0.265284 -0.123798 -0.808108 1.0916 0.0080 -3.1117 0.11
C 0.587644 -1.532029 -1.148154 0.0345 -0.5041 -0.0638 0.44
C 1.917893 -2.033199 -1.203302 -0.1532 0.5648 0.4599 -0.12
C 2.182293 -3.359678 -1.518584 -0.6727 -0.6926 -0.3121 -0.76
C 1.132741 -4.228716 -1.890866 0.1925 1.0621 0.5094 -0.48
C -0.175286 -3.716853 -1.914341 0.0900 -0.8871 -0.2086 -0.86
C -0.441840 -2.413378 -1.549054 -0.1552 0.6517 0.2612 -0.45
H -1.856153 4.456001 -3.603869 0.2567 -0.0937 0.3429 0.23
H -1.787230 4.476573 -1.818211 0.0231 -0.2252 -0.3013 0.31
H -0.281396 4.467174 -2.751270 -0.2841 -0.1069 -0.1166 0.33
H -2.498249 2.722842 -4.460994 0.1187 -0.3449 0.1921 0.30
H -1.381678 1.323352 -4.408514 -0.1610 0.2171 0.1062 0.35
H -2.845612 1.318122 -3.405599 0.1015 0.2137 -0.0500 0.33
H -0.109918 2.530382 -1.089400 -0.0480 0.0047 -0.1869 0.54
H -1.215507 -0.050676 -2.425703 0.1204 0.1831 0.5586 0.49
H 1.142375 0.505950 -0.616229 -0.4694 -0.3005 0.5811 0.57
H 2.765274 -1.363216 -0.993267 -0.4768 -0.3433 -0.1052 0.42
H 3.198842 -3.745426 -1.469886 -0.1709 0.2063 -0.1335 0.41
H 1.335869 -5.269521 -2.130861 -0.0713 0.2402 0.0010 0.41
H -0.996311 -4.382926 -2.212665 0.3581 0.3968 0.1369 0.37
H -1.471490 -2.029570 -1.588362 0.4420 -0.3493 0.1442 0.37

---

Record 3
87
Properties=species:S:1:pos:R:3:forces:R:3:mulliken_charge:R:1 method="wB97M-V/def2-TZVPD" de_lowest_kcal_mol=0.0 gap_ev=6.06
C -0.363450 4.790092 0.938114 -0.7615 -0.4524 0.1955 -1.85
C -1.226235 3.841562 0.082562 0.2267 1.0313 0.1239 -0.71
C -0.463016 3.310337 -1.139063 -1.0868 0.3599 0.1043 -1.70
C 0.338690 2.004355 -1.383564 0.5308 0.6002 -1.3391 2.39
C 0.307505 1.907761 -2.932584 0.1367 0.4944 0.6410 -2.50
N 0.165589 0.552547 -0.851505 0.2776 -0.4060 -0.8481 1.41
C 1.479366 -0.038325 -0.323123 0.5475 1.1580 1.1435 -0.70
S 2.737707 -0.192116 -1.617408 1.2121 -2.8550 -0.4764 1.39
O 2.176804 -0.780826 -2.811024 -1.1309 1.3756 -0.1716 -0.70
O 3.822399 -0.965906 -1.109106 -0.0280 0.8431 0.8280 -0.41
C 3.681970 1.373610 -1.999464 0.6684 0.6240 -0.7048 0.63
F 3.029017 2.282754 -2.766573 -0.2478 -0.1885 0.4090 -0.28
F 4.688869 0.925112 -2.775741 -0.4129 -0.1109 0.3166 -0.25
C 4.332817 2.107621 -0.784176 0.7320 0.2264 -0.4699 0.47
F 3.484933 2.268591 0.245395 0.0957 -0.2975 -0.1938 -0.17
F 5.434863 1.427600 -0.421510 -0.7214 0.2210 0.1341 -0.29
C 4.810236 3.549210 -1.184950 0.3257 0.4928 1.1057 0.60
F 5.612652 3.972835 -0.181347 -0.3862 -0.1620 -0.7239 -0.25
F 3.762336 4.402036 -1.227252 0.5718 -0.5153 -0.4218 -0.22
F 5.504801 3.574776 -2.324004 -0.5688 0.0480 0.4209 -0.24
C 1.476092 -1.285106 0.558270 -0.2766 -1.4446 -0.7938 0.47
C 1.550847 -2.696961 -0.077942 -0.6620 0.1397 -0.3291 -1.59
C 2.492634 -3.681690 0.619066 -0.2384 -1.0123 -0.1909 -0.13
C 1.918074 -5.124637 0.633964 0.4639 0.2068 -0.0037 -1.25
Br 4.236091 -3.851129 -0.276222 0.0593 0.2673 0.1903 -0.15
C 0.517922 -1.070718 1.757514 0.1448 0.1407 -0.5857 0.04
B 0.322360 -2.297268 2.775595 -0.5855 -0.2206 0.5325 0.74
C -0.207375 -3.775543 2.662615 0.5622 -0.0501 -0.1924 -0.89
O 0.635259 -1.971794 4.102805 0.1399 -0.1397 -0.5236 -0.76
C -0.709347 -0.131425 1.440472 0.7089 0.4576 0.5132 -2.67
I 0.157567 1.830868 2.185103 0.1680 -0.2383 0.0487 0.12
B -1.956679 -0.145647 2.474915 -1.4911 -0.0057 -0.4874 2.01
C -2.660508 -1.336424 3.232780 0.8808 -0.2954 0.5441 -0.93
O -2.636085 1.052091 2.710145 0.9011 -0.0048 -0.0998 -0.80
C -1.025398 0.031717 -0.077956 -0.8839 -0.9331 0.7150 1.79
B -2.431005 0.714368 -0.383206 -0.8975 0.5624 -0.6167 0.41
O -2.651441 1.564777 -1.461586 0.6343 -0.1279 0.1326 -0.73
O -3.517395 0.224643 0.257683 0.8468 -0.0807 -0.1016 -0.65
C -4.818955 0.446499 -0.262792 -1.5224 -0.3610 0.9884 -0.43
C -5.820250 -0.342810 0.605451 0.7208 -0.2089 0.0177 -0.92
C -1.336716 -1.366623 -0.794820 -0.3563 0.0864 -0.5668 -1.73
Br -2.226158 -2.682954 0.309868 0.1261 0.1028 -0.0185 0.04
C -2.192667 -1.383503 -2.086480 0.3979 -1.0660 -0.6797 -1.21
C -1.683419 -0.696533 -3.352867 -0.4552 0.1352 -0.1755 -1.28
H 0.616665 4.367754 1.123860 0.2128 0.2136 0.0603 0.32
H -0.884863 4.953807 1.878384 0.2032 0.0207 0.2717 0.38
H -0.297276 5.763773 0.463731 0.2925 0.0686 -0.2394 0.49
H -1.782479 3.138767 0.693323 0.2898 -0.3606 0.0341 0.16
H -1.996930 4.521488 -0.291647 -0.1923 -0.1636 -0.4078 0.58
H -1.156534 3.416483 -1.969130 -0.1057 -0.4484 -0.1281 0.63
H 0.234437 4.109815 -1.386722 0.5214 -0.1569 0.1499 0.73
H 1.376915 2.251420 -1.202672 0.0395 -0.2326 0.8776 -0.27
H -0.715265 1.834164 -3.273803 -0.0728 -0.3283 -0.1660 0.46
H 0.689324 2.867307 -3.263738 0.0514 0.0799 -0.2577 0.73
H 0.983309 1.152868 -3.317020 -0.2847 -0.2219 -0.2266 0.46
H 0.127540 0.051066 -1.744911 -0.4910 0.0572 -0.0788 -0.23
H 1.901404 0.716424 0.346384 -0.0222 0.1037 0.0160 0.50
H 2.463397 -1.211105 1.058891 1.0249 0.7133 0.3460 0.54
H 1.822688 -2.691168 -1.131765 0.0982 0.2137 -0.1360 0.95
H 0.562048 -3.155375 -0.070977 -0.0808 -0.1381 0.1580 -0.02
H 2.727428 -3.401485 1.639771 0.1776 0.4348 -0.0055 0.31
H 2.533828 -5.798873 0.053647 0.0765 -0.0516 -0.1655 0.50
H 0.917418 -5.176333 0.218515 -0.2244 0.0088 0.1556 0.32
H 1.950108 -5.498040 1.651866 -0.3132 -0.1492 0.1155 0.22
H 1.171875 -0.470507 2.379823 0.0207 0.0227 0.2718 0.09
H -0.378166 -4.215004 1.692464 -0.2246 0.0285 -0.1148 0.20
H 0.523999 -4.408373 3.169193 0.1158 -0.0353 0.1211 0.34
H -1.092552 -3.850840 3.290147 -0.1753 -0.0470 -0.0006 0.44
H 1.577819 -2.148766 4.218114 0.1922 0.3883 0.4173 0.36
H -2.362288 -2.344786 2.990033 0.0783 -0.0479 0.0207 -0.04
H -3.738746 -1.275750 3.125541 -0.1338 0.2143 -0.2193 0.25
H -2.468895 -1.207575 4.304383 0.0235 -0.0114 0.1243 0.41
H -2.714436 1.151607 3.661910 -0.5726 0.1347 0.1457 0.24
H -2.859124 2.458547 -1.177872 -0.2480 0.1262 -0.1156 0.24
H -4.945717 0.108309 -1.285319 0.5625 0.1261 -0.2915 0.32
H -5.115426 1.488361 -0.193437 0.4152 0.3204 -0.2011 0.34
H -6.313860 -1.115315 0.026844 -0.3451 0.0590 -0.0699 0.32
H -5.257444 -0.869860 1.370780 0.0634 -0.0115 0.1459 0.06
H -6.525343 0.302823 1.113783 -0.2559 0.0306 -0.0890 0.30
H -0.415084 -1.834685 -1.127552 0.2899 0.0410 0.4257 1.06
H -2.131091 -2.437150 -2.361539 0.1201 -0.2133 0.2016 0.76
H -3.265815 -1.319450 -1.940302 -0.1135 0.7815 0.2856 0.41
H -0.598196 -0.668746 -3.424817 0.1383 0.0502 0.0454 0.09
H -2.113080 0.282164 -3.522543 0.1903 0.2910 0.2091 0.15
H -2.005886 -1.286848 -4.206846 -0.0181 -0.1594 -0.0717 0.63
O 3.803766 -0.666785 2.024420 -0.7956 0.0671 -0.1350 -0.94
H 4.399230 -0.221950 1.410752 0.1048 -0.2161 0.1305 0.12

---

Number 1: DFT total energy -67978.0929 eV. Number 2: DFT total energy -35286.2516 eV. Number 3: DFT total energy -220424.6436 eV.